# 1
# C24H33N3O3

The molecule C24H33N3O3 (ωB97M-V/def2-TZVPD, the Open Molecules 2025 dataset).

Output
Electronic energy, eV: -36036.24410
Multiplicity: 1
Energy above the lowest of the compared OMol25 structures with the same formula, charge and spin, kJ/mol: 266.5
Lowest unoccupied orbital energy, Ha: 0.0258
Charge: 0
SMILES: C=CCC1(CC=C)CCCN1C(=O)C[C@@H]1C(=O)NCCN1Cc1cccc(OC)c1
HOMO, eV: -8.6

Each line ends with the natural charge from an NBO analysis.
Element x y z (Å)
C (4.741996, 2.929009, 1.156297)  -0.408
C (3.888509, 1.964034, 0.866262)  -0.183
C (3.904314, 0.613855, 1.504307)  -0.461
C (4.027746, -0.537588, 0.484192)  0.178
C (4.120625, -1.877165, 1.252499)  -0.457
C (3.998683, -3.063866, 0.349659)  -0.173
C (2.914497, -3.812297, 0.268625)  -0.396
C (5.233393, -0.330733, -0.446947)  -0.414
C (4.646817, 0.262981, -1.722870)  -0.411
C (3.263607, -0.374014, -1.805843)  -0.222
N (2.872545, -0.554811, -0.421038)  -0.465
C (1.627202, -0.774265, 0.023771)  0.721
O (1.357012, -0.873977, 1.214355)  -0.681
C (0.526636, -0.921790, -1.024104)  -0.497
C (-0.326060, 0.363518, -1.206393)  -0.119
C (0.480962, 1.580332, -0.755196)  0.664
O (1.389378, 2.030911, -1.435737)  -0.660
N (0.160562, 2.123160, 0.428144)  -0.603
C (-0.924726, 1.734380, 1.301297)  -0.234
C (-1.455270, 0.357204, 0.892993)  -0.264
N (-1.610337, 0.222211, -0.542328)  -0.446
C (-2.633152, 1.090528, -1.111767)  -0.233
C (-3.974150, 0.830935, -0.481057)  -0.017
C (-4.751878, 1.865579, 0.010402)  -0.246
C (-5.986799, 1.591720, 0.579244)  -0.185
C (-6.442604, 0.294620, 0.668292)  -0.262
C (-5.662861, -0.756754, 0.180468)  0.309
O (-6.194363, -2.003287, 0.317080)  -0.493
C (-5.447770, -3.103630, -0.142554)  -0.252
C (-4.432246, -0.479537, -0.397769)  -0.279
H (4.694408, 3.895166, 0.682802)  0.197
H (5.523571, 2.797658, 1.888469)  0.185
H (3.115052, 2.124004, 0.127802)  0.219
H (4.733200, 0.542436, 2.211614)  0.206
H (2.969867, 0.466064, 2.050873)  0.252
H (5.080527, -1.898695, 1.773365)  0.215
H (3.316945, -1.904788, 1.987820)  0.241
H (4.856459, -3.290416, -0.271482)  0.190
H (2.848051, -4.655219, -0.399173)  0.196
H (2.048420, -3.612306, 0.877309)  0.200
H (5.971314, 0.327513, 0.008043)  0.226
H (5.711941, -1.284811, -0.665097)  0.204
H (5.249399, 0.043833, -2.602404)  0.216
H (4.546305, 1.342958, -1.627668)  0.223
H (2.562656, 0.282125, -2.321637)  0.242
H (3.311552, -1.347047, -2.313334)  0.185
H (-0.147625, -1.704108, -0.671116)  0.251
H (0.944749, -1.232540, -1.977765)  0.228
H (-0.514562, 0.490825, -2.278303)  0.231
H (0.722295, 2.915331, 0.712260)  0.408
H (-1.722641, 2.487657, 1.250055)  0.185
H (-0.557823, 1.696301, 2.330490)  0.212
H (-0.744084, -0.402449, 1.222807)  0.249
H (-2.417619, 0.176906, 1.374151)  0.220
H (-2.696335, 0.850398, -2.179842)  0.209
H (-2.382034, 2.160698, -1.030509)  0.174
H (-4.400529, 2.885156, -0.053490)  0.209
H (-6.594499, 2.399228, 0.959498)  0.214
H (-7.398046, 0.063668, 1.111493)  0.224
H (-6.052627, -3.982228, 0.076502)  0.200
H (-4.488798, -3.184618, 0.379170)  0.178
H (-5.270452, -3.046638, -1.221415)  0.176
H (-3.796559, -1.260965, -0.781248)  0.224

Atoms 1-3, force components in eV/Å:
0.0978 0.2158 -0.0015
-0.0468 -0.2101 0.1612
-0.0731 -0.0392 -0.0445

# 2
# C24H25AgAsF5N6O4Te

A structure of composition C24H25AgAsF5N6O4Te (ωB97M-V/def2-TZVPD, the Open Molecules 2025 dataset).

Output
Electronic energy, eV: -128143.70246
Multiplicity: 1
Energy above the lowest of the compared OMol25 structures with the same formula, charge and spin, kJ/mol: 232.0
Lowest unoccupied orbital energy, Ha: 0.1399
Charge: -2
HOMO, eV: -2.8

Each line ends with the natural charge from an NBO analysis.
Element x y z (Å)
Ag (-1.935832, -1.308427, 1.244987)  1.550
N (0.867070, -2.457163, 1.255942)  -0.824
C (0.769777, -2.808460, 2.664028)  -0.303
C (-0.570413, -3.468377, 2.969768)  0.639
O (-0.603189, -4.511440, 3.638566)  -0.704
N (-1.668154, -2.870281, 2.474796)  -0.615
C (-2.952317, -3.551037, 2.602785)  -0.362
C (-3.695147, -3.532325, 1.276463)  0.797
O (-4.644410, -4.269262, 1.048719)  -0.672
O (-3.226889, -2.665876, 0.406788)  -0.779
H (0.924310, -3.277120, 0.671205)  0.354
H (1.669073, -1.879396, 1.067762)  0.368
H (0.834342, -1.887019, 3.247607)  0.223
H (1.538730, -3.503313, 3.003817)  0.171
H (-3.584772, -3.062354, 3.347724)  0.216
H (-2.787599, -4.573645, 2.920853)  0.242
N (-4.881142, -2.040194, -3.868388)  -0.817
C (-4.007065, -2.045005, -2.799036)  0.643
N (-4.469799, -2.468160, -1.621345)  -0.794
N (-2.781029, -1.692672, -3.049698)  -0.679
C (-1.848939, -1.660007, -2.101618)  0.469
N (-0.984484, -1.618551, -1.332061)  -0.501
H (-5.850111, -1.894265, -3.641727)  0.373
H (-4.539679, -1.500692, -4.645816)  0.391
H (-5.430248, -2.725098, -1.503785)  0.381
H (-3.842384, -2.522252, -0.807080)  0.438
C (0.732393, 2.615426, -4.576893)  -0.235
C (-0.425752, 2.198359, -3.924832)  -0.214
C (-0.353605, 1.685209, -2.634660)  -0.215
C (0.871544, 1.594661, -1.968546)  -0.238
C (2.025696, 1.994600, -2.638736)  -0.250
C (1.959616, 2.503415, -3.933350)  -0.246
As (0.787884, 0.831709, -0.151501)  1.071
C (2.696458, 0.212667, -0.210438)  -0.352
C (3.015210, -0.788886, -1.137111)  -0.233
C (4.278545, -1.363180, -1.182698)  -0.216
C (5.260887, -0.959101, -0.283212)  -0.248
C (4.958843, 0.013898, 0.660496)  -0.240
C (3.690241, 0.592627, 0.692940)  -0.181
C (1.289006, 2.436345, 0.903594)  -0.311
C (1.649863, 3.650868, 0.317005)  -0.157
C (1.938866, 4.761790, 1.095925)  -0.240
C (1.856385, 4.687478, 2.484446)  -0.244
C (1.507556, 3.486725, 3.082459)  -0.202
C (1.237569, 2.369444, 2.297737)  -0.267
H (0.680594, 3.020573, -5.582398)  0.190
H (-1.387292, 2.278779, -4.420972)  0.200
H (-1.252486, 1.374591, -2.108973)  0.262
H (2.990336, 1.909786, -2.151070)  0.212
H (2.867658, 2.814947, -4.438299)  0.192
H (2.244015, -1.124643, -1.827334)  0.224
H (4.498138, -2.136831, -1.909829)  0.196
H (6.248513, -1.406285, -0.311221)  0.193
H (5.707001, 0.323745, 1.380726)  0.196
H (3.473740, 1.347253, 1.439416)  0.215
H (1.672563, 3.732164, -0.761053)  0.204
H (2.221799, 5.694911, 0.621276)  0.192
H (2.063079, 5.561556, 3.091047)  0.192
H (1.429246, 3.418617, 4.160746)  0.207
H (0.985786, 1.432817, 2.784358)  0.239
F (-1.318491, 2.451152, 0.050724)  -0.785
Te (-1.952952, 1.619006, 2.015269)  2.557
F (-3.394647, 0.444021, 2.604182)  -0.691
F (-1.885426, 1.691259, 4.095306)  -0.768
F (-2.605318, 0.348743, 0.305211)  -0.671
F (-3.663691, 2.509803, 1.420028)  -0.714
O (-0.899070, -0.037628, 2.178977)  -1.026

Atoms 1-3, force components in eV/Å:
-0.1642 -0.9710 -0.0460
-0.1214 -0.0123 0.1652
-0.1951 0.1139 -0.2105